C6H9N2O4S | ωB97M-V/def2-TZVPD

```
22
C6H9N2O4S, DFT ωB97M-V/def2-TZVPD
C -1.8185 -1.2263 1.8855
N -1.6303 -0.5739 0.7823
H -0.2312 2.4891 -0.1281
N 0.4348 -0.7289 1.8954
H 0.4545 2.1756 -1.8235
H 2.5386 1.5162 -0.2404
C 2.0463 0.9634 0.4795
H 1.1831 -1.6275 -0.9070
C -0.0313 1.6965 -0.8301
S -2.7644 -1.2119 -0.6234
O -1.9038 -2.2609 -1.1980
C -0.0107 -0.2419 0.8305
C 1.1103 -0.6015 -1.2892
O -2.8002 0.0110 -1.4342
H -0.9855 1.2454 -1.0009
O -2.8029 -1.6234 2.4704
H 2.5686 0.1577 1.0448
O -0.5888 -1.3608 2.5773
C 0.7508 0.4494 -0.2382
H 1.9599 1.7128 1.3199
H 2.1840 -0.5183 -1.5565
H 0.3367 -0.4417 -2.0162
```

## Properties
Spin multiplicity = 1
Total energy = -1042.6889 hartree
Lowest unoccupied orbital energy = 3.294 eV
Total charge = -1